162
Properties=species:S:1:pos:R:3:forces:R:3 method="wB97M-V/def2-TZVPD" homo_lumo_gap_ha=0.316 smiles=c1cc[nH]c1.c1cc[nH]c1.c1cc[nH]c1.CCN(CC)CC.CCN(CC)CC.CCN(CC)CC.CCN(CC)CC.CCN(CC)CC.CCN(CC)CC e_tot_ev=-64887.474 total_charge=0
C 0.267844 0.437555 0.624494 -0.604 -0.205 -0.487
C 0.321824 -0.530302 -0.421908 1.052 -0.289 0.583
C 0.382613 0.138084 -1.616172 -0.612 0.535 0.045
N 0.221345 1.467289 -1.329934 0.258 0.312 -0.320
C 0.179614 1.662187 0.010771 -0.220 -0.021 0.370
H 0.175640 0.196827 1.667591 0.139 0.190 0.197
H 0.522044 -1.573843 -0.228589 -0.222 -0.048 -0.308
H 0.481074 -0.164217 -2.643563 -0.003 -0.244 -0.004
H 0.171533 2.220001 -2.014512 0.165 -0.410 -0.247
H 0.037334 2.654110 0.405976 0.047 -0.015 0.123
C 0.371998 5.787485 1.633264 0.386 -0.198 -0.441
C 1.687372 5.833778 2.181631 -0.368 0.294 0.653
C 1.806212 7.054537 2.811194 0.271 -0.202 -0.705
N 0.663415 7.766965 2.568346 0.364 -0.289 0.232
C -0.214383 6.999790 1.854048 -0.151 0.297 0.236
H -0.056455 4.974830 1.069088 -0.061 0.014 0.041
H 2.431500 5.055860 2.184452 0.011 -0.056 -0.070
H 2.659031 7.509669 3.286660 -0.080 -0.030 0.137
H 0.520722 8.692253 2.918416 -0.255 0.163 -0.061
H -1.176591 7.391235 1.580620 -0.112 -0.070 -0.033
C -2.321187 2.019955 6.186327 -0.438 -0.142 -0.568
C -2.026400 2.279506 4.816313 0.668 -0.807 -0.037
C -1.047650 3.231345 4.780654 -0.470 0.285 -0.225
N -0.848844 3.649045 6.057422 0.393 0.361 0.100
C -1.613432 2.920333 6.915143 0.254 0.052 0.649
H -2.940562 1.222301 6.555153 -0.193 0.118 0.121
H -2.316787 1.693564 3.966239 -0.288 -0.065 -0.140
H -0.485717 3.636143 3.959196 -0.034 0.171 -0.076
H -0.236263 4.395261 6.319379 0.116 0.068 0.075
H -1.543173 3.075384 7.977840 -0.059 0.006 0.026
C -6.236523 1.432942 -1.224802 0.001 0.155 -0.004
C -5.991718 -0.074569 -1.160929 -0.781 -0.186 -0.374
N -4.803240 -0.579794 -1.834064 -0.563 -0.181 0.098
C -4.741948 -0.280597 -3.266529 1.162 0.085 0.481
C -3.960137 -1.368342 -4.014020 -0.654 0.057 -0.394
C -3.555084 -0.313357 -1.158045 0.555 -0.311 -0.059
C -3.432211 -0.992338 0.205301 0.404 0.751 0.108
H -7.074477 1.697282 -0.575043 0.091 0.025 0.035
H -6.502351 1.782388 -2.226144 0.121 -0.127 -0.019
H -5.356332 1.993270 -0.899982 -0.058 0.007 0.060
H -6.054147 -0.394972 -0.117884 0.593 -0.031 -0.021
H -6.859538 -0.596220 -1.598493 0.187 0.214 -0.133
H -5.736524 -0.167057 -3.692808 -0.126 -0.097 0.171
H -4.191569 0.671730 -3.411383 -0.424 -0.044 -0.137
H -4.282176 -2.349655 -3.665864 0.037 0.001 0.010
H -4.208196 -1.301384 -5.078947 0.207 -0.037 0.034
H -2.879461 -1.294010 -3.912112 0.023 0.075 0.104
H -3.298281 0.764632 -1.126877 -0.170 -0.073 0.272
H -2.744768 -0.756021 -1.751577 -0.186 0.084 -0.122
H -2.393514 -0.858505 0.524122 -0.020 -0.231 -0.012
H -3.660118 -2.052827 0.120486 -0.072 -0.048 0.051
H -4.020823 -0.528204 0.999961 -0.263 -0.118 -0.163
C 0.759844 4.797436 -2.095486 -0.281 0.844 0.551
C 1.062967 4.349119 -3.513260 0.483 0.041 0.329
N 0.243525 3.189773 -3.857015 -0.508 0.627 -0.206
C -1.171337 3.624271 -3.972650 -0.137 -0.388 -0.223
C -2.153304 2.462583 -4.135797 -0.204 0.166 0.538
C 0.568971 2.610242 -5.151711 -0.112 -1.175 -0.338
C 1.995017 2.209537 -5.433597 1.029 0.629 0.009
H 1.386202 5.603760 -1.703001 0.192 0.036 -0.509
H 0.854095 4.034160 -1.322211 -0.008 -0.334 -0.329
H -0.253714 5.196946 -2.054488 0.018 -0.019 0.253
H 0.898612 5.172974 -4.227679 -0.022 0.040 0.079
H 2.123711 4.096048 -3.571835 -0.084 -0.203 -0.129
H -1.464911 4.179211 -3.088022 0.070 -0.035 0.082
H -1.269703 4.312024 -4.835305 0.038 -0.047 0.187
H -3.174784 2.826726 -3.988547 0.091 0.091 -0.123
H -2.124094 1.973902 -5.105357 0.117 -0.044 -0.036
H -2.000063 1.726322 -3.338126 0.135 -0.049 -0.203
H 0.179158 3.221754 -5.982356 0.083 0.132 0.097
H 0.018514 1.665106 -5.167727 -0.189 0.142 -0.279
H 2.100314 1.744320 -6.414927 -0.351 -0.141 0.033
H 2.406254 1.523060 -4.698411 -0.217 -0.072 0.107
H 2.700093 3.049858 -5.477331 -0.247 0.055 0.122
C -2.027190 -7.762311 -3.480845 -0.577 -0.392 -0.035
C -1.841282 -6.706027 -2.437276 0.537 0.906 0.319
N -2.276473 -5.359999 -2.878775 -0.321 -0.957 0.564
C -2.078947 -4.379090 -1.829407 0.875 1.489 0.741
C -0.662208 -4.415189 -1.201961 -0.845 -1.332 -1.015
C -3.702873 -5.364824 -3.223114 0.055 0.679 0.193
C -3.955847 -5.512837 -4.701526 -0.326 -0.001 -0.266
H -3.091820 -7.943398 -3.645236 0.067 -0.058 -0.134
H -1.610605 -8.705039 -3.127871 0.163 -0.010 -0.105
H -1.572594 -7.464701 -4.422586 0.095 -0.082 -0.059
H -2.321534 -7.003091 -1.482565 -0.127 0.087 -0.208
H -0.775625 -6.614391 -2.214354 -0.089 -0.181 -0.057
H -2.826734 -4.408697 -1.010845 0.001 -0.377 -0.197
H -2.197989 -3.385803 -2.283530 -0.160 -0.121 -0.014
H -0.619909 -5.354589 -0.645150 0.410 0.308 0.325
H -0.407246 -3.578652 -0.568319 -0.164 0.231 0.022
H 0.021419 -4.523307 -2.051721 0.268 0.292 0.304
H -4.257749 -6.047823 -2.561895 -0.025 -0.208 -0.275
H -4.089510 -4.371205 -2.978346 0.014 -0.060 0.171
H -3.399814 -4.718720 -5.200633 0.043 -0.096 -0.143
H -3.661626 -6.470787 -5.118648 0.046 -0.024 -0.037
H -5.016419 -5.352476 -4.916036 0.023 -0.083 -0.014
C 3.676790 0.555166 1.794012 -0.201 -0.389 -0.174
C 3.180247 0.653645 3.221631 -0.104 0.334 -0.162
N 4.120555 1.495577 3.943322 0.231 -0.107 0.559
C 5.270887 0.656885 4.275240 0.003 -0.314 0.402
C 6.514778 1.432412 4.555807 0.858 0.464 0.380
C 3.668804 2.112795 5.191625 -0.508 -0.440 0.851
C 2.379693 2.930360 5.213289 0.329 0.063 -0.442
H 4.680421 0.127455 1.765945 -0.076 0.077 -0.193
H 3.707557 1.557514 1.369883 0.016 -0.027 -0.103
H 3.018078 -0.079971 1.198619 0.033 0.082 -0.090
H 2.201252 1.122050 3.205303 -0.232 0.056 0.152
H 3.084840 -0.347278 3.676680 -0.095 0.092 0.057
H 5.026691 0.030918 5.157853 -0.019 0.061 -0.108
H 5.499854 -0.056158 3.482532 -0.237 0.191 -0.106
H 6.795851 2.048091 3.701140 0.037 -0.055 -0.064
H 6.427543 2.099694 5.416565 -0.086 -0.049 -0.051
H 7.336895 0.751201 4.794440 -0.008 0.044 -0.137
H 4.461985 2.759158 5.565928 0.118 -0.038 -0.213
H 3.532610 1.340176 5.985623 0.184 0.046 -0.251
H 2.366539 3.521577 6.132529 0.089 0.029 -0.059
H 1.481798 2.321284 5.246897 -0.057 -0.129 -0.284
H 2.351897 3.616565 4.362029 -0.202 0.002 0.051
C 4.320101 3.591167 -1.114413 -0.048 0.893 0.262
C 3.894669 2.272961 -1.707334 0.586 0.003 0.089
N 4.966361 1.675296 -2.515627 -0.310 0.757 -0.178
C 4.547030 0.394669 -3.019983 0.134 -1.302 0.479
C 4.239443 -0.609220 -1.899595 -0.631 -0.127 -0.238
C 5.415894 2.562983 -3.592549 0.577 -0.454 -0.182
C 6.774013 2.122743 -4.139011 0.559 0.363 0.601
H 5.272323 3.473994 -0.592662 -0.090 -0.080 0.136
H 3.563792 3.955078 -0.411653 0.094 -0.173 0.110
H 4.468581 4.423706 -1.807270 -0.154 -0.209 -0.213
H 3.758827 1.624264 -0.844031 -0.344 -0.197 -0.188
H 2.936391 2.349657 -2.252236 0.090 -0.037 0.006
H 3.683621 0.457066 -3.698193 0.024 0.063 -0.042
H 5.362049 -0.099478 -3.553660 0.029 0.455 -0.318
H 4.076310 -1.602117 -2.331792 0.320 0.042 -0.052
H 5.072749 -0.643793 -1.200109 -0.039 -0.046 0.103
H 3.299738 -0.422323 -1.372320 0.203 0.296 0.112
H 5.615367 3.553754 -3.194324 -0.349 0.047 0.093
H 4.674309 2.657797 -4.406066 0.026 -0.038 0.144
H 6.825425 1.116018 -4.544393 -0.173 0.072 -0.286
H 7.490067 2.155129 -3.306890 -0.179 -0.177 -0.005
H 7.174978 2.864624 -4.835640 -0.278 -0.256 -0.310
C -1.039097 -3.146409 3.112151 -0.104 -0.020 -0.110
C -1.403329 -4.520462 2.533089 0.079 -0.228 -0.503
N -1.871555 -5.559924 3.452822 -0.083 0.413 0.205
C -3.126851 -5.211838 4.103031 0.059 0.390 0.101
C -4.249019 -4.950169 3.113766 -0.549 -0.123 0.370
C -0.845394 -5.902565 4.417841 0.659 -0.655 0.240
C -1.171941 -7.141988 5.256176 -0.054 -0.296 -0.017
H -1.799509 -2.794681 3.813097 0.029 -0.016 -0.010
H -1.015544 -2.420329 2.294365 0.113 -0.019 0.051
H -0.074592 -3.120370 3.619032 -0.003 -0.084 0.016
H -2.153323 -4.363144 1.751009 -0.118 -0.127 0.220
H -0.564811 -4.967117 1.984734 0.127 0.246 0.185
H -3.395210 -6.008591 4.795637 -0.021 -0.132 -0.136
H -3.007325 -4.305246 4.730408 -0.045 -0.165 0.004
H -5.207143 -4.950516 3.643880 0.102 0.149 0.055
H -4.143861 -3.968898 2.651791 -0.022 -0.112 -0.222
H -4.347903 -5.737994 2.365197 0.314 0.105 -0.125
H -0.540703 -5.089563 5.103937 -0.299 0.109 -0.183
H 0.059975 -6.157982 3.855689 -0.080 0.189 -0.129
H -1.724320 -7.874040 4.661840 -0.040 0.106 -0.055
H -1.746696 -6.941557 6.161465 -0.035 0.125 -0.076
H -0.252783 -7.647204 5.567478 -0.020 0.202 0.039